Record 1
Formula: C3H11NO2
Source: the OMol25 dataset
Level of theory: the ωB97M-V functional and the def2-TZVPD basis

As for the net charge: 0. The HOMO-LUMO gap is 9.76 eV. The max |F| comes out at 4.6 eV/Å. As for the molar mass: 93.126 g mol⁻¹.

Last column: natural (NBO) charge in e.
Geometry (Å):
C: -0.507 -0.994 0.223  -0.2119
N: 0.469 0.085 -0.073  -0.6768
C: 1.353 0.538 1.043  0.0842
O: 2.402 -0.423 1.335  -0.7685
C: -1.160 -1.492 -1.046  -0.6402
H: 0.078 -1.708 0.747  0.1875
H: -1.253 -0.478 1.004  0.1746
H: 0.896 -0.162 -0.976  0.3705
H: 1.809 1.506 0.806  0.1670
H: 0.858 0.640 2.038  0.1805
H: 3.339 -0.139 1.110  0.4781
H: -1.965 -2.242 -0.874  0.2249
H: -1.768 -0.736 -1.523  0.2251
H: -0.463 -1.828 -1.818  0.2075
H: -1.312 1.893 -0.121  0.4839
H: -1.096 3.078 -1.084  0.4629
O: -1.679 2.463 -0.791  -0.9494

Record 2
Formula: C3H11NO2
Source: the OMol25 dataset
Level of theory: the ωB97M-V functional and the def2-TZVPD basis

As for the net charge: 0. The HOMO-LUMO gap is 10.74 eV. The max |F| comes out at 1.9 eV/Å. As for the molar mass: 93.126 g mol⁻¹.

Last column: natural (NBO) charge in e.
Geometry (Å):
C: -0.232 -1.618 -1.451  -0.6308
C: -1.278 -2.216 -0.567  -0.2490
C: -1.022 -0.869 1.391  -0.0293
N: -1.769 -1.173 0.415  -0.4369
H: 0.092 -2.344 -2.216  0.2186
H: 0.697 -1.371 -0.922  0.2094
H: -0.734 -0.799 -1.955  0.2271
H: -2.207 -2.455 -1.099  0.2042
H: -1.017 -3.129 -0.013  0.1938
H: 0.079 -1.035 1.405  0.1421
H: -1.317 -0.161 2.143  0.1746
H: -3.917 0.866 -0.402  0.4589
H: -2.545 0.313 -0.370  0.4817
O: -3.043 1.065 -0.760  -0.9643
H: 6.562 3.414 1.823  0.4638
H: 5.666 4.364 1.121  0.4647
O: 6.343 3.701 0.929  -0.9285

Record 3
Formula: C3H11NO2
Source: the OMol25 dataset
Level of theory: the ωB97M-V functional and the def2-TZVPD basis

As for the net charge: 0. The HOMO-LUMO gap is 10.92 eV. The max |F| comes out at 2.4 eV/Å. As for the molar mass: 93.126 g mol⁻¹.

Last column: natural (NBO) charge in e.
Geometry (Å):
C: -2.886 -1.200 -0.409  -0.6128
C: -1.461 -0.554 -0.637  -0.2474
C: -0.686 -0.690 1.576  -0.0290
N: -0.940 0.064 0.604  -0.4323
H: -2.933 -1.974 -1.168  0.2153
H: -3.645 -0.430 -0.406  0.2160
H: -2.783 -1.675 0.557  0.1981
H: -0.790 -1.331 -0.984  0.1996
H: -1.629 0.292 -1.298  0.2064
H: -0.859 -1.753 1.761  0.1509
H: -0.265 -0.264 2.494  0.1664
H: 0.248 1.321 0.218  0.5032
H: 1.653 2.078 0.002  0.4651
O: 1.015 1.461 -0.371  -0.9963
H: 4.324 0.185 -1.257  0.4669
H: 3.167 0.970 -0.646  0.4791
O: 4.064 0.680 -0.472  -0.9494